ORCA calculation (wB97M-V/def2-TZVPD) on a molecular structure, C31H29BrIrN3O2 at a distorted geometry.

## Properties
- Total charge: +1
- HOMO level (alpha / beta): -10.167 / -10.354 eV
- Multiplicity: 2
- Energy relative to the best compared isomer or geometry (same formula, charge and spin): 6.975 eV
- Molecular weight: 747.7 g mol⁻¹
- E_LUMO (alpha / beta): -0.1575 / -0.1591 Eh

```
67
Properties=species:S:1:pos:R:3:forces:R:3
Ir -0.037920 0.157135 -0.020041 0.6272 0.9457 2.2736
O -2.396806 0.139077 -0.546068 2.0235 0.6799 -0.1899
C -3.442985 0.373077 0.299394 -0.8673 0.3599 0.7497
C -4.712812 0.652299 -0.206738 0.5354 -0.2926 -0.3358
C -5.743243 1.027633 0.630645 0.1793 -0.0123 0.4075
C -5.515112 1.166735 1.994941 -0.0563 0.0034 -0.0291
C -4.272376 0.863788 2.505216 0.0851 -0.1133 -0.1529
C -3.214402 0.421308 1.692426 -0.2569 0.3001 -0.7383
C -2.022910 0.008443 2.381337 0.2356 -0.2770 0.0709
N -0.933843 -0.483205 1.910126 0.0030 0.7117 -0.5851
C 0.015523 -0.960531 2.900912 0.5662 -0.4038 0.6819
C 1.454170 -0.944851 2.372423 -0.4061 -0.5703 0.2495
N 1.609972 0.191320 1.505720 -1.6486 -0.6894 -2.0834
C 2.616638 0.971549 1.598500 0.4672 1.1331 -0.4874
C 2.830357 2.164850 0.840020 -0.5827 -0.1593 -0.3393
C 4.068071 2.808107 0.966444 0.3212 0.5522 -0.1455
C 4.333779 4.000064 0.332258 0.2658 -0.4309 0.3590
C 3.351254 4.580161 -0.474112 -0.1579 -0.0980 0.1045
C 2.133576 3.977538 -0.635567 -0.2739 -0.2339 0.1647
C 1.803570 2.757670 0.026079 1.4758 0.0753 0.1015
O 0.623742 2.292657 -0.104330 -2.0186 -1.5566 -0.4733
H -4.868394 0.552587 -1.270237 -0.0588 0.0865 0.0118
H -6.718845 1.230402 0.218275 -0.0806 0.0267 -0.0683
H -6.301468 1.495193 2.655783 -0.0689 0.0315 0.0274
H -4.092851 0.962052 3.566260 -0.0005 -0.0731 0.0959
H -2.125355 0.078823 3.469582 0.1061 -0.1475 -0.0775
H -0.256334 -1.987168 3.161306 0.0666 0.0440 0.0473
H -0.053249 -0.358630 3.815363 -0.0446 -0.0071 -0.1441
H 1.636523 -1.860402 1.802371 0.0440 0.1183 0.0144
H 2.161246 -0.918925 3.211264 -0.1176 0.0474 -0.1621
H 3.399722 0.750819 2.332391 -0.2912 -0.1377 0.0325
H 4.824535 2.346215 1.584391 0.1140 -0.0067 0.1083
H 5.285272 4.488108 0.471168 0.0995 0.0040 -0.0327
H 3.554042 5.523720 -0.959205 -0.0120 0.0610 -0.0991
H 1.367962 4.423208 -1.251527 -0.1035 0.0251 -0.0419
Br 1.820077 -2.138081 -0.993038 0.1282 0.0128 -0.1797
C 2.522079 -0.623968 -1.939014 0.1707 -0.0605 0.2970
C 3.869783 -0.489086 -2.126054 -0.4247 -0.3708 0.2022
C 4.353474 0.631740 -2.812511 -0.0981 0.4206 -0.1814
C 3.488002 1.576252 -3.295648 0.3272 -0.1181 0.0340
C 2.098848 1.450620 -3.106868 -0.2610 -0.4174 0.0388
C 1.180762 2.442171 -3.512775 -0.1800 0.0548 0.0036
C -0.162656 2.295859 -3.303816 0.1928 -0.3009 -0.4953
C -0.688166 1.121145 -2.724179 0.2069 -0.2546 0.2377
C 0.195869 0.227353 -2.137952 0.2347 1.0244 1.3206
C 1.589531 0.324958 -2.398525 0.0677 0.3365 -0.2929
H 4.554963 -1.231721 -1.748358 0.0258 -0.1082 0.0141
H 5.417761 0.745390 -2.944050 0.1006 0.0219 -0.0526
H 3.864777 2.442811 -3.816586 0.0497 0.1059 -0.0839
H 1.548656 3.332216 -4.001509 0.1008 0.1398 0.0807
H -0.832804 3.100295 -3.566540 -0.0785 -0.0032 -0.1634
H -2.616715 1.891702 -2.430244 -0.1620 -0.1084 -0.0520
C -2.805241 1.910213 -5.009646 0.1427 -0.1574 0.1345
C -2.762660 0.620113 -4.185397 -0.0649 -0.1682 -0.1458
C -1.912878 -0.405943 -4.936819 -0.0292 0.1600 0.1357
C -4.190408 0.082274 -4.057841 0.1807 -0.0267 -0.0138
C -2.197575 0.914093 -2.753918 0.6442 1.3945 0.3038
N -2.744753 -0.031891 -1.865971 -1.1196 -1.6077 -0.2840
H -3.371198 1.735620 -5.920913 -0.0440 -0.0484 -0.0970
H -1.806231 2.222019 -5.297625 0.0685 0.1134 -0.0821
H -3.289985 2.717839 -4.467431 -0.0833 0.1682 0.0810
H -2.317419 -0.518653 -5.940727 -0.0227 -0.0961 -0.0718
H -1.925263 -1.377006 -4.447939 0.0292 -0.1242 0.0840
H -0.881629 -0.071065 -5.028752 0.0984 -0.0251 -0.0294
H -4.609105 -0.071662 -5.048217 -0.0457 0.0192 -0.1266
H -4.826048 0.786487 -3.528575 -0.1895 0.1554 0.0777
H -4.198060 -0.861671 -3.525396 -0.1349 -0.1280 -0.0084
```
Positions in Å, forces in eV/Å.

***

ORCA calculation (wB97M-V/def2-TZVPD) on a molecular structure, C31H29ClIMnN3O at a distorted geometry.

## Properties
- HOMO level (alpha / beta): -4.965 / -6.902 eV
- Multiplicity: 2
- Energy relative to the best compared isomer or geometry (same formula, charge and spin): 0.615 eV
- Molecular weight: 676.9 g mol⁻¹
- E_LUMO (alpha / beta): -0.0081 / -0.0081 Eh

```
67
Properties=species:S:1:pos:R:3:forces:R:3
Mn 0.214657 -0.042314 -0.202393 -1.6244 1.3620 -0.7088
Cl -3.467114 -6.324965 -0.874713 0.0521 0.1042 -0.0057
C -2.452889 -4.900830 -0.976630 -0.0597 -0.0670 0.0592
C -1.783540 -4.624217 -2.164269 0.1108 0.1195 -0.0595
C -0.973195 -3.499901 -2.228188 -0.1341 -0.3864 -0.1799
C -0.825554 -2.650670 -1.135979 0.7278 0.8846 -0.3050
O -0.064895 -1.568415 -1.272731 0.2862 -1.2003 -0.3125
C -1.492954 -2.937937 0.062540 -0.2117 -0.1293 0.4701
C -1.327559 -2.136816 1.224709 0.2027 0.2491 -0.1251
N -0.553795 -1.033394 1.318563 -0.1533 -0.8519 0.3203
C -0.369677 -0.488306 2.555109 0.0522 -0.0138 0.2401
C -0.950573 -0.876001 3.772237 0.0550 0.1715 0.1783
C -0.613163 -0.203772 4.957067 -0.0990 -0.1529 -0.1593
C 0.300194 0.823205 5.000675 0.1023 0.0718 -0.1814
C 0.931273 1.226255 3.796110 -0.0902 -0.0162 0.1988
C 1.901435 2.238882 3.702711 0.0571 0.0762 0.1767
C 2.455251 2.553618 2.484967 -0.0188 -0.0706 -0.2079
C 2.032172 1.855882 1.352279 0.2400 0.2670 0.2510
N 1.119769 0.899136 1.404389 0.2498 -0.2626 -0.2642
C 0.574158 0.570929 2.594285 -0.0066 0.0229 -0.0466
C -2.313921 -4.084217 0.120107 -0.0167 0.0181 0.0235
H -1.897461 -5.279448 -3.017474 0.0034 0.0137 0.0198
H -0.437355 -3.256022 -3.138241 -0.0264 -0.0068 0.0215
H -1.830493 -2.479803 2.116137 -0.0378 -0.0361 0.0370
H -1.660684 -1.685153 3.821578 -0.0317 0.0082 0.0461
H -1.094871 -0.518141 5.875723 0.0092 -0.0064 -0.0176
H 0.549784 1.321986 5.927920 -0.0096 -0.0150 -0.0096
H 2.210835 2.759819 4.603322 -0.0353 -0.0234 -0.0626
H 3.204174 3.328548 2.381727 -0.0179 -0.0522 0.0277
H 2.449622 2.075453 0.381144 0.0196 0.0304 -0.0140
H -2.830965 -4.324131 1.042286 0.0123 0.0079 -0.0374
C -0.866217 1.923318 -0.106510 0.2753 0.4427 0.3870
C -0.127524 1.941277 -1.318490 0.2000 0.1207 -0.0154
C -0.762851 1.035685 -2.207564 0.3333 0.1143 -0.2704
C -1.829835 0.439541 -1.534497 -0.5364 -0.1937 -0.0651
C -1.876882 0.954148 -0.231237 -0.5085 -0.2066 0.2650
C -2.972951 0.675359 0.745476 -0.0297 0.0071 0.1013
C -2.856872 -0.477011 -2.119394 0.0674 -0.0813 -0.0814
C -0.487397 0.860919 -3.669201 0.0758 -0.0721 -0.0386
C 0.904439 2.958766 -1.706780 0.0080 -0.0052 -0.0258
C -0.837234 2.955369 0.973979 -0.0451 0.1186 0.0429
H -3.838328 1.315350 0.545700 0.0334 0.0011 -0.0176
H -2.660503 0.855229 1.775062 0.0036 -0.0167 -0.0300
H -3.305870 -0.361219 0.676127 0.0190 0.0178 -0.0030
H -2.932053 -1.423889 -1.586846 -0.0019 0.0267 0.0400
H -2.644086 -0.708955 -3.163543 0.0269 -0.0029 0.0496
H -3.842412 -0.004960 -2.077431 0.0218 0.0363 -0.0080
H -1.275319 1.333765 -4.262528 -0.0123 -0.0220 0.0505
H -0.461674 -0.194649 -3.958753 0.0127 0.0363 0.0563
H 0.451536 1.324543 -3.973474 -0.0047 0.0211 0.0215
H 0.438391 3.801177 -2.226116 -0.0254 -0.0256 -0.0116
H 1.662021 2.550068 -2.379401 -0.0072 -0.0325 0.0206
H 1.419045 3.372215 -0.841402 -0.0384 0.0204 0.0146
H -1.498420 3.785787 0.705714 -0.0233 -0.0491 -0.0054
H 0.150675 3.380355 1.133345 0.0336 0.0241 -0.0154
H -1.189350 2.557544 1.927097 0.0198 -0.0066 -0.0260
I 6.080276 -0.215002 0.654125 0.2402 0.0024 0.1922
C 4.491579 -0.165874 -0.657953 -0.3438 -0.0907 -0.0914
C 4.676953 -0.001244 -2.020221 0.2410 0.0202 -0.0410
C 3.568517 -0.020211 -2.842738 -0.2365 -0.0417 -0.0901
C 2.310979 -0.159739 -2.275758 0.2692 -0.1732 -0.1617
N 2.131449 -0.251620 -0.962585 0.1361 0.0913 0.5468
C 3.201814 -0.295609 -0.167055 0.2479 -0.1988 -0.1189
H 5.671754 0.119406 -2.430576 -0.0323 -0.0056 0.0132
H 3.665226 0.070886 -3.917120 0.0073 -0.0107 0.0566
H 1.421092 -0.231307 -2.871644 -0.0779 0.0209 -0.0695
H 3.017364 -0.438681 0.887223 0.0439 -0.0031 -0.0450
```
Positions in Å, forces in eV/Å.

***

ORCA calculation (wB97M-V/def2-TZVPD) on a molecular structure, C31H29N7TeY at a distorted geometry.

## Properties
- Total charge: +1
- HOMO level: -10.507 eV
- Energy relative to the best compared isomer or geometry (same formula, charge and spin): 0.685 eV
- Molecular weight: 716.1 g mol⁻¹
- E_LUMO: -0.1223 Eh

```
69
Properties=species:S:1:pos:R:3:forces:R:3
Y 1.369208 0.798651 0.808187 0.0832 -0.3884 1.1330
C 2.945368 0.485859 3.002509 0.1923 -0.0180 -0.0930
C 3.241557 1.789113 2.551547 0.0440 -0.0417 -0.1066
C 3.836627 1.690926 1.279678 0.2494 -0.1777 0.1234
C 3.909453 0.320164 0.938082 0.3565 0.0605 0.1733
C 3.358839 -0.425666 2.009217 0.3380 0.1058 0.0904
H 2.597747 0.226442 3.991921 -0.2185 -0.0059 -0.0799
H 3.122601 2.696726 3.124024 -0.1340 0.0167 -0.0587
H 4.314406 2.492056 0.737777 -0.2232 0.0375 -0.1289
H 4.464798 -0.082226 0.103614 -0.1447 -0.0289 -0.0951
H 3.410801 -1.499344 2.122091 -0.1995 -0.0227 -0.1059
N -0.874288 3.498942 3.848952 0.0608 0.0502 -0.0896
C -0.051331 3.450737 2.796311 -0.0217 0.1742 -0.0243
N 0.160332 2.193932 2.483867 -0.2208 -0.6799 -0.1342
C -0.586302 1.496382 3.395390 0.0638 0.4601 -0.0910
N -1.226349 2.268489 4.240279 -0.0786 -0.2145 0.1061
C -0.679113 0.039152 3.388712 -0.0950 -0.2875 0.0286
C -1.497899 -0.634438 4.294443 0.0986 0.0410 -0.0781
N -1.573724 -1.954496 4.309063 -0.0557 -0.0377 0.0677
C -0.846820 -2.614959 3.415267 -0.0049 0.0566 0.0577
C -0.057618 -1.952446 2.487765 0.0122 -0.0875 -0.0682
N 0.031789 -0.624124 2.467629 -0.2638 0.2265 0.1442
H -1.236721 4.297491 4.342731 0.0210 0.1000 -0.0203
H 0.356930 4.310711 2.289050 -0.0074 -0.0021 0.0210
H -2.096928 -0.081993 5.007198 0.0318 0.0078 0.0117
H -0.899425 -3.695851 3.448473 0.0351 0.0060 -0.1028
H 0.503585 -2.498528 1.739836 0.0444 0.0028 0.0158
C -1.759872 -0.395862 -0.528169 0.0297 0.0344 0.0064
N -0.688195 0.607564 -0.443070 -0.2566 0.3107 -0.1163
C -0.863271 1.680262 -1.159414 -0.0751 -0.3327 0.0782
C 0.074426 2.732036 -1.176831 0.2339 0.4878 -0.1088
C 0.041933 3.940298 -1.881593 -0.3002 -0.2378 0.0892
C 1.188401 4.641034 -1.522390 0.2647 0.0066 0.0115
C 1.884266 3.824265 -0.632002 -0.0592 0.2662 -0.0217
N 1.227878 2.670226 -0.402240 -0.0650 0.4012 -0.4887
C -3.133203 0.107634 -0.126865 0.0517 0.0122 -0.0532
C -4.257868 -0.297644 -0.835713 0.0243 -0.0486 0.0116
C -5.524592 0.123837 -0.454609 -0.0167 -0.0137 -0.0104
C -5.679929 0.965344 0.635627 -0.0397 -0.0149 0.0167
C -4.561388 1.391762 1.337453 0.0183 0.0352 0.0111
C -3.299406 0.966410 0.954483 0.0001 -0.0220 -0.0178
H -1.477098 -1.234391 0.112335 0.0032 -0.0282 -0.0206
H -1.821379 -0.782724 -1.549999 0.0527 -0.0640 0.0054
H -1.759942 1.794751 -1.771479 -0.0048 -0.0034 -0.0082
H -0.739168 4.253345 -2.557841 0.0255 0.0040 -0.0021
H 1.507524 5.606757 -1.879080 -0.0278 -0.0013 0.0163
H 2.821263 4.043839 -0.142448 0.0070 -0.0682 -0.0146
H -4.145369 -0.949348 -1.694821 0.0033 -0.0029 0.0047
H -6.390526 -0.201237 -1.016310 0.0064 0.0000 0.0037
H -6.667325 1.290950 0.935196 0.0106 0.0137 -0.0168
H -4.672245 2.064881 2.178733 -0.0018 -0.0278 0.0011
H -2.427472 1.321158 1.484615 0.0765 0.0569 0.0742
C 1.749674 -1.274513 -3.021994 -0.0167 0.1862 0.1255
Te 2.100496 -1.845146 -0.969472 0.0366 -0.5676 -0.6909
C 0.988150 -3.599089 -1.602026 -0.1083 0.1737 0.2079
C 1.291013 -3.721597 -3.071100 0.0609 0.0839 -0.0578
C 1.191707 -4.936059 -3.737010 -0.0169 -0.0008 0.0047
C 1.430771 -5.001068 -5.101914 -0.0109 -0.0635 0.0224
C 1.776201 -3.856269 -5.802781 0.0113 0.0755 -0.0314
C 1.891670 -2.643261 -5.139217 0.0020 -0.0275 -0.0030
C 1.649740 -2.572946 -3.773954 0.0062 -0.0825 0.0657
H 2.559925 -0.645273 -3.382910 0.0230 -0.0049 0.0586
H 0.818378 -0.707896 -3.065101 0.0273 0.0370 0.0413
H -0.078459 -3.445153 -1.434008 0.0206 0.0372 0.0800
H 1.315185 -4.467151 -1.034576 0.0501 0.0481 0.0355
H 0.933977 -5.833684 -3.187777 -0.0125 0.0072 -0.0107
H 1.357340 -5.950759 -5.614808 0.0029 0.0070 -0.0017
H 1.968298 -3.905341 -6.866292 0.0103 -0.0182 0.0089
H 2.180996 -1.751619 -5.682269 -0.0102 -0.0078 -0.0022
```
Positions in Å, forces in eV/Å.